The following is a quantum chemistry calculation of a structure of composition C45H38AgN8OSi, from the OMol25 dataset.

Cartesian coordinates (Å):
1 Ag -0.225 -0.079 0.399
2 C 2.421 5.075 -0.076
3 C 2.950 4.175 0.846
4 C 2.781 2.808 0.683
5 C 2.079 2.292 -0.417
6 C 1.561 3.208 -1.341
7 C 1.727 4.577 -1.173
8 N 1.767 0.943 -0.534
9 C 2.689 0.026 -0.752
10 C 4.093 0.313 -0.949
11 C 5.012 -0.679 -1.108
12 C 4.643 -2.050 -1.113
13 C 3.321 -2.369 -0.985
14 C 2.331 -1.377 -0.831
15 N 0.980 -1.665 -0.799
16 N 0.646 -2.891 -0.850
17 C -0.745 -3.092 -0.828
18 C -1.162 -4.432 -0.826
19 C -2.504 -4.723 -0.781
20 C -3.421 -3.673 -0.727
21 C -2.919 -2.387 -0.728
22 N -1.620 -2.088 -0.784
23 H 2.540 6.142 0.064
24 H 3.486 4.545 1.713
25 H 3.160 2.110 1.421
26 H 1.005 2.816 -2.186
27 H 1.302 5.261 -1.899
28 H 4.408 1.348 -0.948
29 H 6.056 -0.412 -1.236
30 H 5.392 -2.821 -1.237
31 H 2.991 -3.399 -1.010
32 H -0.403 -5.203 -0.849
33 H -2.841 -5.752 -0.775
34 H -4.488 -3.849 -0.679
35 H -3.592 -1.535 -0.667
36 C -3.702 13.471 -2.000
37 O -3.801 12.404 -2.926
38 C -3.485 11.157 -2.482
39 C -3.045 10.869 -1.194
40 C -2.746 9.558 -0.848
41 C -2.875 8.525 -1.763
42 C -3.313 8.832 -3.050
43 C -3.617 10.130 -3.412
44 C -2.541 7.149 -1.349
45 N -2.072 6.810 -0.176
46 C -1.901 5.441 -0.242
47 C -2.275 4.964 -1.464
48 N -2.688 6.070 -2.174
49 C -2.205 3.581 -1.841
50 C -2.548 3.074 -3.099
51 C -2.403 1.732 -3.344
52 C -1.910 0.916 -2.319
53 N -1.588 1.379 -1.130
54 C -1.723 2.689 -0.871
55 C -1.302 3.188 0.455
56 N -0.795 2.293 1.307
57 C -0.352 2.700 2.474
58 C -0.404 4.042 2.881
59 C -0.926 4.971 2.020
60 C -1.388 4.550 0.766
61 H -4.014 14.365 -2.531
62 H -2.674 13.598 -1.652
63 H -4.358 13.312 -1.141
64 H -2.931 11.649 -0.456
65 H -2.402 9.320 0.151
66 H -3.418 8.055 -3.799
67 H -3.955 10.370 -4.411
68 H -3.043 6.081 -3.112
69 H -2.913 3.738 -3.875
70 H -2.647 1.305 -4.307
71 H -1.759 -0.150 -2.459
72 H 0.078 1.931 3.112
73 H -0.016 4.325 3.850
74 H -0.973 6.023 2.271
75 C -0.866 -3.076 2.581
76 Si -0.568 -1.202 2.587
77 C -1.981 -0.559 3.696
78 C 0.984 -1.037 3.686
79 C 0.998 -0.492 4.974
80 C 2.182 -0.325 5.690
81 C 3.393 -0.712 5.133
82 C 3.409 -1.260 3.853
83 C 2.225 -1.409 3.146
84 H -0.921 -3.457 3.607
85 H -0.067 -3.610 2.058
86 H -1.806 -3.312 2.069
87 H -2.094 -1.161 4.608
88 H -2.924 -0.603 3.140
89 H -1.838 0.485 3.995
90 H 0.062 -0.190 5.436
91 H 2.157 0.105 6.686
92 H 4.316 -0.581 5.686
93 H 4.350 -1.552 3.400
94 H 2.264 -1.797 2.130

Forces on the atoms, in the same order (eV/Å):
-0.21 -0.12 0.85
0.00 -0.09 -0.02
-0.03 -0.03 -0.02
0.01 0.01 0.02
-0.12 -0.05 0.08
-0.01 0.05 -0.05
0.01 -0.06 0.03
0.01 -0.03 -0.09
0.14 -0.11 -0.03
-0.18 -0.03 0.05
0.03 -0.16 0.00
0.08 0.15 -0.02
-0.12 0.05 0.03
-0.17 0.12 0.00
0.49 -0.20 -0.33
-0.28 -0.03 -0.02
0.18 -0.10 -0.02
0.06 -0.08 0.01
-0.02 -0.06 0.01
0.04 0.02 0.02
0.04 0.07 0.08
-0.02 0.05 -0.24
0.00 0.00 0.00
-0.01 -0.01 0.00
0.01 0.02 0.00
0.01 0.01 0.01
0.00 0.00 0.00
0.00 0.01 -0.01
0.00 0.00 0.00
0.01 0.02 0.01
-0.01 0.00 0.00
-0.02 0.00 0.00
0.00 0.00 0.00
0.01 0.00 0.00
0.01 0.00 -0.03
0.02 -0.09 -0.04
-0.03 0.09 0.03
0.03 0.03 0.05
0.01 -0.09 0.00
0.00 0.14 0.07
0.07 -0.32 0.09
-0.05 0.04 -0.13
0.02 -0.07 0.02
-0.09 0.35 -0.11
0.05 -0.18 0.02
0.10 0.11 0.37
-0.11 -0.19 -0.28
0.00 -0.12 -0.07
-0.01 0.30 -0.07
-0.04 0.05 -0.05
0.05 -0.05 0.00
0.00 -0.04 0.01
-0.06 0.16 0.08
0.16 -0.07 0.23
-0.03 -0.17 -0.25
-0.07 0.18 -0.06
0.02 0.06 0.06
0.06 -0.14 0.04
-0.05 0.07 -0.09
0.00 0.23 0.02
-0.01 0.01 -0.02
0.02 0.01 0.01
-0.01 0.00 0.02
0.00 0.01 0.01
-0.01 0.01 -0.02
0.00 0.02 0.00
0.00 0.00 0.01
0.01 0.00 0.01
-0.01 -0.01 0.00
0.00 0.00 0.01
-0.01 0.02 -0.01
-0.02 0.02 0.00
-0.01 0.00 -0.01
0.00 -0.01 0.00
-0.05 -0.18 -0.02
0.10 0.40 -0.39
-0.09 -0.04 0.13
0.18 0.07 0.09
0.04 -0.05 -0.01
-0.01 -0.03 -0.05
-0.05 0.00 -0.02
-0.03 0.02 0.02
0.00 0.04 0.02
-0.01 -0.04 -0.05
-0.02 0.03 0.02
0.04 -0.01 0.04
-0.03 0.06 -0.03
0.02 -0.02 0.04
0.01 -0.03 -0.04
0.01 0.00 -0.01
0.00 0.00 -0.01
0.00 0.00 0.00
-0.01 0.00 0.00
-0.01 0.01 0.02

Calculated values
E_LUMO, eV: 1.79
Strongest force on any atom, eV Å⁻¹: 0.9
Multiplicity: 1
E_HOMO, eV: -2.95
Kohn-Sham gap, eV: 4.7
Total charge: -1

Listed below, in e, are the Löwdin charges computed for each atom: atom 1 (Ag): 0.599, atom 2 (C): -0.125, atom 3 (C): -0.106, atom 4 (C): -0.045, atom 5 (C): -0.322, atom 6 (C): -0.045, atom 7 (C): -0.111, atom 8 (N): 0.029, atom 9 (C): -0.257, atom 10 (C): -0.037, atom 11 (C): -0.118, atom 12 (C): -0.133, atom 13 (C): -0.063, atom 14 (C): -0.239, atom 15 (N): -0.030, atom 16 (N): 0.036, atom 17 (C): -0.363, atom 18 (C): -0.042, atom 19 (C): -0.098, atom 20 (C): -0.097, atom 21 (C): -0.171, atom 22 (N): 0.067, atom 23 (H): 0.087, atom 24 (H): 0.094, atom 25 (H): 0.117, atom 26 (H): 0.104, atom 27 (H): 0.093, atom 28 (H): 0.096, atom 29 (H): 0.090, atom 30 (H): 0.080, atom 31 (H): 0.091, atom 32 (H): 0.103, atom 33 (H): 0.096, atom 34 (H): 0.089, atom 35 (H): 0.102, atom 36 (C): -0.088, atom 37 (O): -0.085, atom 38 (C): -0.286, atom 39 (C): -0.012, atom 40 (C): -0.015, atom 41 (C): -0.154, atom 42 (C): -0.028, atom 43 (C): -0.003, atom 44 (C): -0.278, atom 45 (N): 0.192, atom 46 (C): -0.169, atom 47 (C): -0.134, atom 48 (N): 0.177, atom 49 (C): -0.088, atom 50 (C): -0.020, atom 51 (C): -0.052, atom 52 (C): -0.124, atom 53 (N): 0.098, atom 54 (C): -0.145, atom 55 (C): -0.152, atom 56 (N): 0.094, atom 57 (C): -0.124, atom 58 (C): -0.041, atom 59 (C): -0.007, atom 60 (C): -0.087, atom 61 (H): 0.089, atom 62 (H): 0.094, atom 63 (H): 0.094, atom 64 (H): 0.101, atom 65 (H): 0.114, atom 66 (H): 0.104, atom 67 (H): 0.118, atom 68 (H): 0.140, atom 69 (H): 0.105, atom 70 (H): 0.101, atom 71 (H): 0.094, atom 72 (H): 0.098, atom 73 (H): 0.102, atom 74 (H): 0.112, atom 75 (C): -0.260, atom 76 (Si): 0.481, atom 77 (C): -0.281, atom 78 (C): -0.318, atom 79 (C): -0.125, atom 80 (C): -0.121, atom 81 (C): -0.127, atom 82 (C): -0.106, atom 83 (C): -0.118, atom 84 (H): 0.017, atom 85 (H): 0.010, atom 86 (H): 0.004, atom 87 (H): 0.014, atom 88 (H): 0.004, atom 89 (H): -0.005, atom 90 (H): 0.081, atom 91 (H): 0.086, atom 92 (H): 0.085, atom 93 (H): 0.093, atom 94 (H): 0.084